Entry 1:
{"formula": "C6H10O", "method": "ωB97M-V with the def2-TZVPD basis set", "elements": ["C", "C", "C", "C", "C", "C", "O", "H", "H", "H", "H", "H", "H", "H", "H", "H", "H"], "coordinates": [[2.56, -0.37, -0.21], [1.12, -0.61, -0.35], [0.20, 0.48, -0.87], [-0.88, 0.17, 0.16], [-2.07, 1.04, 0.42], [-0.91, -1.25, 0.50], [0.04, -0.30, 1.19], [2.96, -1.09, -0.94], [2.96, -0.70, 0.76], [2.93, 0.64, -0.45], [0.54, 1.52, -0.72], [-0.09, 0.32, -1.91], [-2.70, 0.97, -0.48], [-1.81, 2.09, 0.58], [-2.67, 0.68, 1.26], [-0.61, -2.00, -0.24], [-1.56, -1.59, 1.29]], "mulliken_charge": [-1.28, -0.18, -0.19, 0.80, -1.36, -0.50, -0.42, 0.33, 0.29, 0.33, 0.29, 0.30, 0.31, 0.31, 0.37, 0.26, 0.35], "e_homo_ev": -6.8, "lumo_ev": 0.997, "homo_lumo_gap_ev": 7.84}

Entry 2:
{"formula": "C16H8BrN3O4", "method": "ωB97M-V with the def2-TZVPD basis set", "elements": ["O", "C", "N", "C", "C", "C", "Br", "C", "N", "O", "O", "C", "C", "C", "C", "N", "C", "C", "C", "C", "C", "C", "C", "O", "H", "H", "H", "H", "H", "H", "H", "H"], "coordinates": [[-3.09, -0.63, -0.41], [-2.32, -0.54, 0.53], [-2.58, -0.73, 1.86], [-1.49, -0.18, 2.63], [-1.42, -0.08, 3.94], [-0.34, 0.54, 4.55], [-0.33, 0.30, 6.49], [0.73, 1.15, 3.89], [1.80, 1.80, 4.50], [2.74, 2.18, 3.77], [1.78, 2.04, 5.64], [0.54, 1.09, 2.40], [-0.50, 0.33, 1.85], [-0.90, -0.01, 0.50], [-0.23, -0.27, -0.86], [-0.55, -1.25, -1.74], [0.16, -1.00, -2.93], [-0.01, -1.62, -4.21], [0.81, -1.32, -5.18], [1.69, -0.25, -5.11], [1.81, 0.54, -3.86], [0.93, 0.13, -2.78], [0.59, 0.59, -1.50], [1.04, 1.72, -0.98], [-3.57, -0.85, 2.25], [-2.18, -0.52, 4.56], [1.29, 1.68, 1.82], [-1.39, -1.84, -1.68], [-0.46, -2.63, -4.24], [0.73, -1.89, -6.03], [2.29, 0.12, -5.96], [2.44, 1.41, -3.73]], "mulliken_charge": [-0.66, -0.26, -0.09, -0.40, -0.56, 0.15, -0.16, 0.11, 0.94, -0.61, -0.56, -0.32, 0.46, 0.08, 0.02, -0.09, 0.21, -0.68, -0.34, -0.54, -0.59, 0.24, 1.25, -0.73, 0.32, 0.42, 0.56, 0.29, 0.26, 0.48, 0.33, 0.48], "smiles": "O=C1Nc2cc(Br)c([N+](=O)[O-])cc2/C1=C1/Nc2ccccc2C1=O", "e_homo_ev": -8.1, "lumo_ev": -2.333, "homo_lumo_gap_ev": 5.81}

Entry 3:
{"formula": "C39H47N2O6P3V", "method": "ωB97M-V with the def2-TZVPD basis set", "elements": ["V", "C", "P", "C", "C", "C", "C", "C", "C", "C", "C", "C", "C", "C", "C", "C", "C", "C", "C", "C", "P", "C", "C", "C", "C", "C", "C", "C", "C", "C", "C", "C", "C", "N", "H", "H", "H", "H", "H", "H", "H", "H", "H", "H", "H", "H", "H", "H", "H", "H", "H", "H", "H", "H", "H", "H", "H", "H", "H", "H", "C", "C", "O", "P", "O", "C", "C", "O", "C", "C", "H", "H", "H", "H", "H", "H", "H", "H", "H", "H", "H", "H", "H", "H", "H", "O", "C", "O", "H", "C", "C", "N", "O", "H", "H", "H", "H", "H"], "coordinates": [[0.23, -0.20, 0.00], [2.31, 0.13, -2.45], [0.46, -0.19, -2.36], [-0.14, 0.90, -3.72], [0.72, 1.35, -4.72], [0.28, 2.20, -5.71], [-1.04, 2.61, -5.74], [-1.92, 2.16, -4.77], [-1.47, 1.32, -3.77], [0.45, -1.80, -3.21], [1.46, -2.72, -2.96], [1.45, -3.96, -3.56], [0.43, -4.30, -4.44], [-0.56, -3.38, -4.72], [-0.56, -2.14, -4.10], [2.90, -0.42, -1.19], [4.15, -0.94, -0.93], [4.17, -1.27, 0.45], [2.92, -0.93, 0.95], [2.39, -0.93, 2.35], [0.56, -0.74, 2.24], [0.16, 0.17, 3.77], [-0.80, 1.18, 3.69], [-1.15, 1.90, 4.81], [-0.55, 1.61, 6.03], [0.38, 0.59, 6.12], [0.74, -0.13, 4.99], [-0.18, -2.33, 2.78], [0.51, -3.49, 3.11], [-0.19, -4.63, 3.50], [-1.57, -4.61, 3.56], [-2.26, -3.45, 3.22], [-1.57, -2.33, 2.83], [2.16, -0.42, -0.06], [2.77, -0.33, -3.33], [2.47, 1.21, -2.48], [1.76, 1.03, -4.73], [0.97, 2.55, -6.47], [-1.39, 3.28, -6.52], [-2.96, 2.45, -4.80], [-2.16, 0.97, -3.01], [2.27, -2.46, -2.29], [2.23, -4.68, -3.35], [0.43, -5.27, -4.92], [-1.35, -3.64, -5.42], [-1.36, -1.44, -4.30], [4.96, -1.08, -1.63], [4.99, -1.68, 1.00], [2.70, -1.82, 2.91], [2.75, -0.04, 2.89], [-1.25, 1.39, 2.73], [-1.88, 2.69, 4.74], [-0.82, 2.18, 6.91], [0.84, 0.36, 7.07], [1.46, -0.93, 5.07], [1.59, -3.53, 3.06], [0.35, -5.53, 3.76], [-2.12, -5.49, 3.87], [-3.34, -3.44, 3.26], [-2.10, -1.43, 2.53], [-2.53, 4.21, 0.21], [-1.84, 2.86, 0.28], [-0.53, 3.04, 0.81], [0.66, 1.98, 0.41], [1.56, 2.95, -0.54], [0.95, 3.57, -1.67], [2.05, 4.19, -2.52], [1.58, 2.01, 1.71], [2.33, 3.15, 2.17], [1.71, 3.75, 3.42], [-3.56, 4.09, -0.10], [-2.02, 4.87, -0.49], [-2.52, 4.68, 1.20], [-1.78, 2.41, -0.72], [-2.40, 2.18, 0.93], [0.27, 4.36, -1.32], [0.38, 2.83, -2.24], [2.59, 4.94, -1.95], [1.61, 4.65, -3.41], [2.74, 3.42, -2.84], [2.40, 3.89, 1.38], [3.34, 2.77, 2.39], [0.72, 4.15, 3.19], [2.34, 4.56, 3.79], [1.60, 3.00, 4.20], [-1.94, -0.88, -1.95], [-2.39, -0.69, -0.81], [-1.84, -0.15, 0.16], [-3.46, -0.99, -0.64], [-0.50, -4.57, -0.33], [0.35, -3.35, -0.11], [1.65, -3.55, 0.19], [-0.14, -2.23, -0.18], [0.05, -5.49, -0.16], [-0.88, -4.54, -1.35], [-1.36, -4.52, 0.35], [2.05, -4.47, 0.22], [2.26, -2.74, 0.33]], "mulliken_charge": [-0.01, -0.86, 2.19, 0.30, -0.50, -0.87, -0.61, -0.95, 0.44, 1.00, -0.61, -0.78, -0.70, -0.80, -0.86, -0.71, -1.29, -1.11, -1.24, -1.49, 1.57, 0.39, 0.45, -0.49, -0.67, -0.76, -0.82, 1.03, -0.35, -0.71, -0.63, -0.82, -0.35, 1.54, 0.80, -0.02, 0.33, 0.44, 0.40, 0.45, 0.37, 0.09, 0.47, 0.38, 0.42, 0.40, 0.60, 0.55, 0.88, 0.44, -0.16, 0.45, 0.39, 0.43, 0.35, 0.19, 0.46, 0.39, 0.43, 0.39, -1.67, 0.69, -0.62, 1.92, -0.51, 0.95, -1.74, -0.13, -0.41, -0.98, 0.43, 0.31, 0.32, -0.27, 0.21, 0.16, -0.22, 0.41, 0.39, 0.31, 0.20, 0.41, 0.19, 0.48, 0.13, -0.39, -0.59, -0.23, 0.21, -1.65, 0.05, 0.37, -0.18, 0.41, 0.25, 0.25, 0.21, 0.11], "e_homo_ev": [-7.0, -6.5], "lumo_ev": [0.600, 0.601], "homo_lumo_gap_ev": [7.63, 7.07], "spin_multiplicity": 2}